# 1
Molecular formula: C5H7N4S
Method: DFT, ωB97M-V with the def2-TZVPD basis set

```
17
Properties=species:S:1:pos:R:3:forces:R:3:nbo_charge:R:1
C -0.409 0.147 -2.031 1.609 -2.423 2.334 -0.061
C 0.057 -1.142 -2.028 -1.228 1.444 -0.039 -0.073
C -0.335 -0.226 1.702 -3.334 0.513 2.363 -0.088
C 0.996 -1.418 0.169 -2.118 -0.221 -3.821 0.670
C -0.198 1.146 -0.885 -0.888 1.721 -3.843 -0.383
N 0.516 -1.784 -0.884 1.374 0.491 2.324 -0.281
N 0.882 -0.676 1.196 1.463 -0.407 2.577 -0.520
N -1.308 1.326 0.054 1.597 -0.007 -2.020 -0.195
N -1.178 0.667 1.096 -2.224 -0.327 4.086 -0.167
S 2.202 -0.749 2.412 -0.398 0.338 -0.627 0.284
H -0.839 0.434 -2.929 -1.041 0.697 -1.461 0.232
H -0.211 -1.798 -2.823 0.282 -0.338 -0.547 0.242
H -0.739 -0.576 2.766 1.349 0.695 -2.714 0.258
H 0.845 0.973 -0.619 -0.240 0.582 0.959 0.217
H -0.306 2.111 -1.514 0.872 -1.125 1.336 0.267
H -2.060 0.988 1.718 2.652 -1.625 -1.036 0.458
H 2.085 0.576 2.599 0.272 -0.007 0.128 0.141
```
Forces are in eV/Å.

Summary:
total charge = +1
DFT total energy = -22080.454 eV
spin multiplicity = 1
molecular weight = 155.206 g mol⁻¹
Kohn-Sham gap (alpha / beta) = 6.94 / 6.94 eV
HOMO energy (alpha / beta) = -12.52 / -12.52 eV
energy above the lowest of the compared OMol25 structures with the same formula, charge and spin = 162.7 kcal per mole

***

# 2
Molecular formula: C5H7NO
Method: DFT, ωB97M-V with the def2-TZVPD basis set

```
14
Properties=species:S:1:pos:R:3:forces:R:3:nbo_charge:R:1
N -1.875 1.439 -0.819 -0.012 -0.056 -0.204 -0.623
C -1.351 0.217 -0.652 -0.055 -0.132 -0.112 0.557
O -1.446 -0.874 -1.184 -0.261 0.257 0.258 -0.632
C 0.552 -1.712 0.708 0.165 0.109 0.086 -0.316
C 1.032 -0.490 0.933 0.053 -0.304 0.084 -0.213
C 1.130 0.548 -0.184 -0.065 0.063 -0.121 -0.485
C -0.304 0.960 0.012 0.016 -0.104 0.142 -0.008
H -2.262 1.532 -1.762 0.396 0.342 -0.139 0.369
H 0.295 -2.032 -0.297 0.087 0.000 0.200 0.230
H 0.325 -2.394 1.522 0.226 0.056 -0.040 0.205
H 1.187 -0.130 1.949 0.117 -0.087 -0.157 0.208
H 1.329 0.067 -1.145 -0.168 0.092 0.140 0.241
H 1.886 1.312 0.024 -0.308 -0.047 -0.061 0.229
H -0.498 1.556 0.894 -0.192 -0.187 -0.076 0.240
```
Forces are in eV/Å.

Summary:
total charge = 0
DFT total energy = -8832.624 eV
spin multiplicity = 1
molecular weight = 97.117 g mol⁻¹
Kohn-Sham gap = 9.62 eV
HOMO energy = -9.58 eV
energy above the lowest of the compared OMol25 structures with the same formula, charge and spin = 82.5 kcal per mole

***

# 3
Molecular formula: C5H7NO
Method: DFT, ωB97M-V with the def2-TZVPD basis set

```
14
Properties=species:S:1:pos:R:3:forces:R:3:nbo_charge:R:1
C 2.072 0.908 -0.991 -0.323 -0.388 0.144 -0.226
C 1.396 -0.008 -0.599 0.396 0.203 -0.212 -0.026
C 0.560 -1.157 -0.212 0.089 -0.175 -0.091 -0.507
C -0.505 -0.853 0.882 0.040 -0.095 0.006 -0.210
N -0.773 0.578 0.937 0.049 0.154 -0.232 -0.633
C -1.536 1.117 -0.089 0.056 0.195 -0.329 0.530
O -1.155 2.027 -0.790 -0.469 -0.090 0.407 -0.568
H 2.634 1.727 -1.389 -0.111 -0.177 0.182 0.245
H 1.226 -1.942 0.152 -0.105 -0.126 -0.148 0.240
H 0.077 -1.516 -1.127 0.039 -0.034 0.134 0.238
H -1.433 -1.406 0.689 0.210 0.176 -0.077 0.208
H -0.140 -1.207 1.851 -0.051 0.257 -0.095 0.205
H 0.123 1.058 0.893 -0.081 0.214 0.273 0.394
H -2.546 0.674 -0.206 0.262 -0.113 0.039 0.110
```
Forces are in eV/Å.

Summary:
total charge = 0
DFT total energy = -8833.926 eV
spin multiplicity = 1
molecular weight = 97.117 g mol⁻¹
Kohn-Sham gap = 10.63 eV
HOMO energy = -9.72 eV
energy above the lowest of the compared OMol25 structures with the same formula, charge and spin = 52.5 kcal per mole
SMILES = C#CCCNC=O

***

# 4
Molecular formula: C5H7NO
Method: DFT, ωB97M-V with the def2-TZVPD basis set

```
14
Properties=species:S:1:pos:R:3:forces:R:3:nbo_charge:R:1
C -1.965 0.298 -0.171 -0.019 -0.048 0.054 -0.609
C -0.521 0.209 -0.589 -0.078 -0.166 -0.129 -0.271
C 0.536 0.926 0.352 0.308 0.440 -0.172 -0.276
C 1.800 0.483 0.049 0.112 0.218 0.170 0.028
N 1.687 -0.724 -0.675 0.079 -0.086 0.056 -0.643
C 0.348 -0.792 -0.034 -0.325 -0.189 -0.071 0.555
O 0.143 -1.184 1.205 -0.030 0.205 0.064 -0.710
H -2.308 1.337 -0.183 0.083 -0.152 -0.003 0.222
H -2.093 -0.109 0.834 -0.019 0.090 -0.112 0.234
H -2.586 -0.283 -0.860 0.066 0.079 0.090 0.218
H -0.313 0.445 -1.632 0.015 0.012 0.127 0.247
H 0.229 0.064 1.506 0.009 -0.445 0.056 0.413
H 2.719 0.777 0.555 -0.168 -0.007 -0.078 0.203
H 2.324 -1.447 -0.356 -0.033 0.049 -0.051 0.389
```
Forces are in eV/Å.

Summary:
total charge = 0
DFT total energy = -8830.220 eV
spin multiplicity = 1
molecular weight = 97.117 g mol⁻¹
Kohn-Sham gap = 9.11 eV
HOMO energy = -8.44 eV
energy above the lowest of the compared OMol25 structures with the same formula, charge and spin = 138.0 kcal per mole

***

# 5
Molecular formula: C5H7NO
Method: DFT, ωB97M-V with the def2-TZVPD basis set

```
14
Properties=species:S:1:pos:R:3:forces:R:3:nbo_charge:R:1
C -1.887 0.386 0.107 -0.054 -0.045 0.072 -0.602
C -0.442 0.227 -0.342 -0.111 0.004 0.089 -0.356
C 0.601 0.864 0.558 0.165 -0.153 -0.055 -0.276
C 1.764 0.263 0.292 0.060 0.093 0.210 -0.006
N 1.612 -0.775 -0.667 -0.067 0.022 0.265 -0.677
C 0.239 -1.150 -0.457 -0.378 -0.206 0.151 0.732
O -0.204 -2.245 -0.249 0.331 0.385 -0.700 -0.537
H -2.124 1.458 0.111 0.086 -0.188 0.039 0.214
H -2.056 0.013 1.120 0.062 -0.080 -0.106 0.216
H -2.612 -0.085 -0.564 0.245 -0.106 0.068 0.222
H -0.342 0.638 -1.364 0.023 0.039 0.252 0.231
H 0.369 1.480 1.421 0.181 0.247 -0.452 0.228
H 2.716 0.372 0.792 -0.014 0.139 -0.088 0.212
H 2.366 -1.447 -0.759 -0.529 -0.149 0.254 0.402
```
Forces are in eV/Å.

Summary:
total charge = 0
DFT total energy = -8835.323 eV
spin multiplicity = 1
molecular weight = 97.117 g mol⁻¹
Kohn-Sham gap = 9.73 eV
HOMO energy = -8.72 eV
energy above the lowest of the compared OMol25 structures with the same formula, charge and spin = 20.3 kcal per mole
SMILES = C[C@H]1C=CNC1=O

***

# 6
Molecular formula: C5H7NO
Method: DFT, ωB97M-V with the def2-TZVPD basis set

```
14
Properties=species:S:1:pos:R:3:forces:R:3:nbo_charge:R:1
H 2.528 -1.822 -0.015 0.487 0.213 0.140 0.367
N 1.666 -1.823 0.514 -0.764 0.658 -1.192 -0.653
C 0.917 -0.862 0.227 1.598 2.154 0.885 0.584
O 1.366 0.484 -0.565 -0.723 -3.251 1.244 -0.568
C 0.382 1.464 -0.331 -1.000 -0.331 0.528 -0.058
C -0.865 0.738 0.225 0.516 0.663 0.144 -0.242
C -1.300 -0.471 -0.491 2.356 -0.945 -2.640 -0.398
C -0.448 -0.620 0.731 0.132 0.553 0.186 -0.349
H 0.128 1.990 -1.261 0.245 -0.128 0.112 0.184
H 0.716 2.183 0.432 0.087 -0.067 -0.239 0.172
H -1.570 1.349 0.771 -0.065 -0.191 0.068 0.234
H -0.439 -0.707 -1.315 -3.307 0.479 0.836 0.226
H -2.316 -0.847 -0.589 0.365 0.184 0.025 0.243
H -0.766 -1.057 1.667 0.073 0.008 -0.097 0.255
```
Forces are in eV/Å.

Summary:
total charge = 0
DFT total energy = -8833.675 eV
spin multiplicity = 1
molecular weight = 97.117 g mol⁻¹
Kohn-Sham gap = 10.91 eV
HOMO energy = -9.82 eV
energy above the lowest of the compared OMol25 structures with the same formula, charge and spin = 58.3 kcal per mole
SMILES = [H]/N=C1\OC[C@H]2C[C@@H]12

***

# 7
Molecular formula: C5H7NO
Method: DFT, ωB97M-V with the def2-TZVPD basis set

```
14
Properties=species:S:1:pos:R:3:forces:R:3:nbo_charge:R:1
C -1.567 -0.987 -0.124 -0.117 0.190 0.156 0.401
N -1.690 0.136 0.455 0.623 -0.225 -0.670 -0.480
C -0.526 1.002 0.389 -0.341 -0.193 0.164 -0.079
C 0.660 0.651 1.249 -0.031 0.038 0.050 -0.417
C 0.748 0.564 -0.248 0.168 -0.045 -0.337 -0.289
C 0.682 -0.734 -0.999 0.105 -0.215 -0.071 -0.064
O -0.507 -1.514 -0.772 -0.031 0.123 0.164 -0.504
H -2.381 -1.713 -0.148 0.074 0.244 0.125 0.172
H -0.759 2.032 0.194 -0.293 0.305 0.495 0.211
H 0.615 -0.292 1.792 -0.168 0.220 -0.029 0.221
H 1.177 1.457 1.761 0.045 -0.174 -0.131 0.223
H 1.347 1.337 -0.734 -0.266 -0.268 0.021 0.226
H 1.499 -1.404 -0.738 0.115 -0.010 -0.118 0.188
H 0.702 -0.536 -2.077 0.115 0.010 0.180 0.191
```
Forces are in eV/Å.

Summary:
total charge = 0
DFT total energy = -8834.547 eV
spin multiplicity = 1
molecular weight = 97.117 g mol⁻¹
Kohn-Sham gap = 10.22 eV
HOMO energy = -9.26 eV
energy above the lowest of the compared OMol25 structures with the same formula, charge and spin = 38.2 kcal per mole
SMILES = C1=N[C@H]2C[C@H]2CO1

***

# 8
Molecular formula: C5H7NO
Method: DFT, ωB97M-V with the def2-TZVPD basis set

```
14
Properties=species:S:1:pos:R:3:forces:R:3:nbo_charge:R:1
C -0.102 -1.419 -1.198 0.170 0.102 -0.081 -0.610
C 0.276 0.050 -0.878 0.129 0.278 0.206 -0.409
C -0.140 0.661 0.512 0.015 -0.516 -0.243 0.110
C -1.177 -0.230 1.019 -0.632 -0.971 0.123 0.255
N -1.847 -1.164 1.148 0.215 0.963 0.397 -0.306
C 0.634 1.466 1.504 0.180 -0.219 -0.042 -0.076
O -0.354 2.056 0.681 -0.129 -0.174 -0.400 -0.454
H 0.272 -2.162 -0.484 0.006 0.325 -0.061 0.217
H 0.391 -1.590 -2.157 -0.054 -0.277 0.023 0.215
H -1.172 -1.617 -1.345 0.289 0.351 0.188 0.225
H 1.360 0.113 -1.004 -0.089 0.293 0.132 0.218
H -0.189 0.644 -1.677 0.141 0.217 0.407 0.229
H 0.388 1.419 2.572 -0.047 -0.161 -0.429 0.194
H 1.662 1.775 1.306 -0.195 -0.210 -0.221 0.192
```
Forces are in eV/Å.

Summary:
total charge = 0
DFT total energy = -8833.974 eV
spin multiplicity = 1
molecular weight = 97.117 g mol⁻¹
Kohn-Sham gap = 11.98 eV
HOMO energy = -11.14 eV
energy above the lowest of the compared OMol25 structures with the same formula, charge and spin = 51.4 kcal per mole
SMILES = CC[C@@]1(C#N)CO1

***

# 9
Molecular formula: C5H7NO
Method: DFT, ωB97M-V with the def2-TZVPD basis set

```
14
Properties=species:S:1:pos:R:3:forces:R:3:nbo_charge:R:1
C -0.022 -0.759 0.163 -2.983 -0.214 1.922 0.120
C -2.081 1.750 1.350 -0.312 0.445 0.745 0.733
C 1.433 -0.533 0.111 3.170 -1.348 0.190 -0.171
C -2.911 0.759 1.281 1.791 -0.697 -1.006 -0.807
C 2.096 0.807 0.269 -3.461 0.842 -2.313 -0.630
N 0.527 -0.879 -0.958 2.622 0.507 -0.327 -0.551
O -1.319 2.613 1.470 0.291 0.247 -0.293 -0.476
H 2.159 -1.320 0.465 -1.263 0.201 -0.404 0.170
H -2.437 -0.117 0.887 0.273 -0.431 -0.262 0.286
H -3.865 0.644 1.632 -2.085 0.425 0.851 0.252
H 0.613 -1.136 -1.903 -0.674 -0.279 -1.123 0.422
H 2.652 0.774 1.179 -0.051 0.784 0.778 0.228
H 1.154 1.497 0.080 2.224 -0.361 1.335 0.214
H 2.737 1.045 -0.571 0.459 -0.120 -0.093 0.210
```
Forces are in eV/Å.

Summary:
total charge = 0
DFT total energy = -8830.858 eV
spin multiplicity = 1
molecular weight = 97.117 g mol⁻¹
Kohn-Sham gap = 9.81 eV
HOMO energy = -8.83 eV
energy above the lowest of the compared OMol25 structures with the same formula, charge and spin = 123.3 kcal per mole

***

# 10
Molecular formula: C5H7NO
Method: DFT, ωB97M-V with the def2-TZVPD basis set

```
14
Properties=species:S:1:pos:R:3:forces:R:3:nbo_charge:R:1
C 0.751 1.343 0.933 0.034 0.046 0.040 -0.630
C -0.086 0.553 -0.023 -0.076 0.005 -0.069 -0.135
C -0.942 1.018 -0.967 0.096 0.124 0.097 0.090
O -1.515 0.001 -1.656 -0.035 0.010 -0.038 -0.404
C -1.033 -1.152 -1.129 0.090 -0.113 0.085 0.061
C -0.146 -0.886 -0.137 -0.202 0.025 -0.209 0.053
N 0.553 -1.859 0.618 0.148 0.065 0.080 -0.827
H 0.592 2.417 0.798 0.009 -0.144 -0.007 0.224
H 1.819 1.144 0.790 -0.143 0.001 0.011 0.217
H 0.510 1.107 1.975 0.018 0.005 -0.132 0.214
H -1.238 2.014 -1.265 0.066 -0.136 0.076 0.199
H -1.404 -2.072 -1.556 0.075 0.137 0.086 0.203
H 0.817 -1.504 1.529 -0.003 -0.030 -0.057 0.365
H 1.393 -2.174 0.148 -0.077 0.006 0.038 0.371
```
Forces are in eV/Å.

Summary:
total charge = 0
DFT total energy = -8835.357 eV
spin multiplicity = 1
molecular weight = 97.117 g mol⁻¹
Kohn-Sham gap = 9.26 eV
HOMO energy = -8.36 eV
energy above the lowest of the compared OMol25 structures with the same formula, charge and spin = 19.5 kcal per mole
SMILES = Cc1cocc1N